No. 1
Formula: C18H23N3O3S3
Source: the Open Molecules 2025 dataset
Level of theory: ωB97M-V with the def2-TZVPD basis set

- highest occupied orbital energy (Eh) = -0.285
- orbital gap (Eh) = 0.2818
- strongest force on any atom (eV Å⁻¹) = 16.23

XYZ file:
```
50
C18H23N3O3S3 ωB97M-V with the def2-TZVPD basis set
C -3.03982 -4.11124 1.09219
C -2.68874 -3.01463 1.92361
H -1.90582 -3.46214 2.60075
H -3.42835 -2.65318 2.51511
O -2.05027 -1.79523 1.03768
C -0.76180 -1.80388 0.85749
O 0.01875 -2.64701 1.18869
C -0.39436 -0.79037 -0.01484
C 0.91367 -0.67327 -0.48860
N 1.81440 -1.49297 -0.29992
C 3.09606 -1.52519 -0.66681
O 3.46642 -0.52980 -1.48900
C 4.08935 -2.35161 -0.63100
H 4.15144 -3.17021 -1.26320
H 3.76499 -3.09674 0.28623
S 5.74411 -1.69259 0.01678
C 5.19217 -0.43495 1.04713
N 4.03501 -0.42867 1.59880
N 3.75413 0.35906 2.37321
C 4.91808 1.15380 2.78324
C 5.08010 2.24773 3.52088
H 5.38751 3.15776 3.26515
H 5.72677 2.00024 4.45960
H 4.05957 2.47472 4.23743
S 6.34124 0.31753 1.58713
H 1.48350 -2.33307 0.31589
S 1.12935 1.00672 -1.39077
C -0.60125 1.17319 -0.97451
C -1.17102 0.50054 -0.15292
C -2.70552 0.70573 0.14903
C -3.12885 1.94979 -0.18938
H -2.64487 2.69967 0.46964
C -2.65940 2.53561 -1.52712
C -3.08506 1.77883 -2.75686
C -2.99807 2.41163 -4.06938
H -2.09470 2.41676 -4.21004
H -3.59877 3.20468 -4.21592
H -3.50305 1.79908 -4.58549
H -4.17492 1.39347 -2.46142
H -2.49911 0.66058 -2.54883
C -1.18206 2.75817 -1.43538
H -0.69053 3.46386 -0.60452
H -0.58774 2.85128 -2.48400
H -2.93194 3.71011 -1.72944
H -4.09299 2.03386 -0.14972
H -3.41674 -0.00939 -0.52297
H -2.87552 0.54163 1.14247
H -2.22654 -4.34294 0.39783
H -3.75837 -3.91816 0.28317
H -3.27044 -5.02876 1.71294
```

No. 2
Formula: C3H12O4
Source: the Open Molecules 2025 dataset
Level of theory: ωB97M-V with the def2-TZVPD basis set

- multiplicity = 2
- highest occupied orbital energy (spin up / spin down) (Eh) = -0.556 / -0.553
- expectation value of S² = 0.7558
- orbital gap (spin up / spin down) (Eh) = 0.3738 / 0.2040
- total charge = +1
- strongest force on any atom (eV Å⁻¹) = 6.95

XYZ file:
```
19
C3H12O4 ωB97M-V with the def2-TZVPD basis set
C 1.01514 -0.70968 0.41090
C 0.19918 0.30590 0.13725
O -0.98048 0.43829 0.87599
C 0.41043 1.34749 -0.91059
H 1.98450 -0.80377 -0.19523
H 0.89585 -1.46139 1.19237
H -1.42050 1.33074 0.70855
H 1.40402 1.19192 -1.41690
H -0.36494 1.22986 -1.63910
H 0.39431 2.32760 -0.48423
H -3.20430 -2.18399 0.55118
H -2.28435 -0.94643 0.51240
O -2.97214 -1.46156 -0.00845
H 2.08522 1.13103 1.42109
H 3.21744 1.74615 2.21141
O 2.53632 1.95854 1.56026
H -1.74259 -1.80949 -1.53335
H -0.22233 -1.74257 -1.36522
O -0.95077 -1.88864 -2.02832
```

No. 3
Formula: C3H13NO2P3
Source: the Open Molecules 2025 dataset
Level of theory: ωB97M-V with the def2-TZVPD basis set

- highest occupied orbital energy (Eh) = -0.490
- orbital gap (Eh) = 0.3533
- total charge = +1
- strongest force on any atom (eV Å⁻¹) = 0.30

XYZ file:
```
22
C3H13NO2P3 ωB97M-V with the def2-TZVPD basis set
C 2.63192 1.20032 0.24269
C 1.55944 0.52433 1.09419
P 1.20034 -1.24103 0.59010
C 1.11427 -1.28858 -1.25706
P -0.94731 -1.11355 1.01450
P -2.22650 0.12011 -0.34451
N -3.00933 -0.65945 -1.36780
O -3.01219 1.00840 0.71490
O -1.12613 1.12824 -0.88066
H 3.59120 0.68742 0.32218
H 2.77674 2.22159 0.59502
H 2.35191 1.25833 -0.80799
H 0.66570 1.14918 1.12579
H 1.91900 0.42399 2.12048
H 1.56128 -2.22941 -1.57433
H 1.69959 -0.47027 -1.67314
H 0.11086 -1.21986 -1.67666
H -1.08687 -0.65029 2.32858
H -1.54056 -2.38028 1.01472
H -3.05108 -1.66137 -1.44571
H -3.94172 1.14395 0.48512
H -1.24054 2.04821 -0.62042
```

No. 4
Formula: C17H16Cl3NO5PS4V
Source: the Open Molecules 2025 dataset
Level of theory: ωB97M-V with the def2-TZVPD basis set

- multiplicity = 2
- highest occupied orbital energy (spin up / spin down) (Eh) = -0.427 / -0.430
- expectation value of S² = 0.7860
- orbital gap (spin up / spin down) (Eh) = 0.2160 / 0.2468
- total charge = +1
- strongest force on any atom (eV Å⁻¹) = 1.92

XYZ file:
```
48
C17H16Cl3NO5PS4V ωB97M-V with the def2-TZVPD basis set
V 1.66816 -1.04139 -0.24320
C -3.47764 -4.54036 0.10844
C -3.17723 -3.13363 -0.32799
O -1.80193 -3.12248 -0.86601
P -0.99792 -1.81277 -1.04717
S 0.74446 -2.23939 -1.97703
S -0.39395 -0.91912 0.68618
O -1.95576 -0.86693 -1.83994
C -1.63922 0.54022 -2.09981
C -2.90731 1.25577 -2.47621
H -4.49499 -4.58047 0.49761
H -2.79353 -4.85891 0.89324
H -3.40165 -5.22873 -0.73162
H -3.22370 -2.42755 0.50269
H -3.82894 -2.79239 -1.12896
H -0.89573 0.55816 -2.89901
H -1.21151 0.95378 -1.18866
H -3.37348 0.79142 -3.34406
H -2.66230 2.28971 -2.72512
H -3.61141 1.26132 -1.64532
Cl 4.82736 -2.99737 6.06706
C 4.12966 -2.78409 4.50887
C 3.82132 -1.50424 4.07519
C 3.26348 -1.35947 2.82316
Cl 2.79978 0.18856 2.20356
C 3.01373 -2.45330 1.99626
O 2.46443 -2.27288 0.79471
C 3.32052 -3.73097 2.46633
Cl 2.99626 -5.08091 1.45319
C 3.88107 -3.89697 3.71718
H 4.00578 -0.64598 4.70491
H 4.12281 -4.88750 4.07454
O 0.17306 4.12678 2.15691
S -0.37823 3.28335 1.15322
O -1.65247 2.65727 1.32089
N 0.73388 2.04794 0.80280
C 1.08518 2.12624 -0.41744
S 2.14900 0.93816 -1.16734
C 0.57290 3.25705 -1.22779
C 0.80828 3.57753 -2.55274
C 0.16486 4.69510 -3.07400
C -0.69137 5.46081 -2.28836
C -0.93168 5.13260 -0.95637
C -0.28126 4.02743 -0.45634
H 1.47785 2.98357 -3.16163
H 0.33475 4.97633 -4.10426
H -1.17760 6.32580 -2.71876
H -1.59779 5.72292 -0.34181
```

No. 5
Formula: C15H29Br14Cl3
Source: the Open Molecules 2025 dataset
Level of theory: ωB97M-V with the def2-TZVPD basis set

- highest occupied orbital energy (Eh) = -0.371
- orbital gap (Eh) = 0.3738
- SMILES string = ClC(Cl)Cl.BrCCBr.BrCCBr.BrCCBr.BrCCBr.BrCCBr.BrCCBr.BrCCBr
- strongest force on any atom (eV Å⁻¹) = 2.68

XYZ file:
```
61
C15H29Br14Cl3 ωB97M-V with the def2-TZVPD basis set
Cl -4.95991 2.84545 6.70662
C -5.07071 4.57444 6.28737
Cl -6.73301 4.78904 5.66552
Cl -3.84614 4.91713 5.02090
H -4.94337 5.33890 7.05384
Br 0.34686 -3.25683 4.24627
C -0.55615 -2.63564 5.95946
C -0.05776 -3.35999 7.24220
Br -0.26638 -5.34311 7.27432
H -1.64312 -2.69689 5.90613
H -0.35361 -1.56833 6.04865
H -0.70266 -3.06285 8.06918
H 1.00853 -3.23973 7.43361
Br -0.39997 1.37453 -2.51155
C -1.38464 0.38910 -1.19932
C -2.43614 1.28572 -0.49825
Br -3.65983 0.22615 0.66543
H -0.65303 -0.02561 -0.50588
H -1.77167 -0.39782 -1.84668
H -2.95260 1.79043 -1.31473
H -1.94784 2.08178 0.06384
Br 1.86293 8.62466 -0.07833
C 1.11309 7.19663 -1.28659
C -0.03308 7.90852 -2.02562
Br -1.64779 8.38357 -0.93275
H 0.93674 6.28949 -0.70857
H 1.93003 6.92774 -1.95624
H -0.49811 7.17151 -2.68035
H 0.26813 8.76894 -2.62315
Br -3.20033 -8.06456 0.07944
C -4.04640 -6.30365 -0.37568
C -5.17289 -6.59791 -1.25367
Br -5.85319 -4.77477 -1.78845
H -3.32766 -5.65216 -0.87273
H -4.43553 -5.73219 0.46700
H -6.03120 -7.03921 -0.74706
H -4.96237 -7.30115 -2.05942
Br 4.08879 -8.67028 -2.65628
C 2.75981 -7.16896 -2.48875
C 3.11348 -6.20490 -3.65111
Br 1.37606 -5.24591 -3.81739
H 2.86084 -6.72695 -1.49753
H 1.74732 -7.56460 -2.56901
H 3.24692 -6.83227 -4.53242
H 3.96136 -5.62089 -3.29318
Br 2.54892 3.11702 3.75974
C 3.01152 4.76730 4.69473
C 4.53236 4.80198 4.88379
Br 5.63854 4.84149 3.17329
H 2.57249 4.87357 5.68673
H 2.59073 5.64638 4.20661
H 4.89167 3.96010 5.47560
H 4.81871 5.64283 5.51553
Br 0.75238 0.57359 -9.78902
C 2.37026 -0.21336 -9.07506
C 3.21213 0.88890 -8.45525
Br 4.65230 0.03245 -7.40738
H 2.87626 -0.79859 -9.84291
H 2.05448 -0.95507 -8.34141
H 2.61398 1.49913 -7.77854
H 3.78946 1.52570 -9.12553
```

No. 6
Formula: C4H12N3
Source: the Open Molecules 2025 dataset
Level of theory: ωB97M-V with the def2-TZVPD basis set

- highest occupied orbital energy (Eh) = -0.517
- orbital gap (Eh) = 0.3753
- total charge = +1
- strongest force on any atom (eV Å⁻¹) = 1.52

XYZ file:
```
19
C4H12N3 ωB97M-V with the def2-TZVPD basis set
C -2.70778 -0.08628 0.98804
C -0.05110 -2.05796 -0.53862
C -0.73489 0.42467 -0.40042
C 0.32594 -0.61774 -0.83686
N -1.95413 0.21873 0.04759
N -0.37753 1.67682 -0.64034
N 2.45909 1.03939 0.73169
H -3.75905 -0.24960 0.78254
H -2.36738 -0.15845 2.01947
H -0.88295 -2.38741 -1.15488
H -0.31991 -2.18775 0.50678
H 0.79872 -2.70174 -0.74705
H 0.49517 -0.47348 -1.90165
H 1.22492 -0.30346 -0.28635
H -0.96777 2.45696 -0.38616
H 0.53818 1.87525 -1.01626
H 3.20914 0.36355 0.84230
H 2.18408 1.30595 1.67396
H 2.88726 1.86253 0.31622
```

Total energy for the records above, in order: -2283.66736; -422.08027; -1351.17874; -5346.95020; -38005.63448; -323.62153 Eh
Relative energy (zero: lowest compared OMol25 entry of this formula, charge and spin) for the records above, in order: 398.0; 34.4; 0.0; 26.9; 57.9; 35.6 kcal/mol